Entry 1:
{
  "formula": "C4H6O2",
  "method": "ωB97M-V with the def2-TZVPD basis set",
  "elements": ["O", "C", "C", "C", "C", "O", "H", "H", "H", "H", "H", "H"],
  "coordinates": [[-1.744, 0.038, 0.076], [-0.418, 0.279, -0.245], [0.306, -0.218, -1.554], [0.665, -0.753, -0.246], [0.082, 1.530, 0.052], [0.614, 2.524, 0.298], [-1.719, -0.806, 0.555], [0.894, 0.494, -2.145], [-0.430, -0.760, -2.147], [1.630, -0.502, 0.191], [0.143, -1.043, 2.243], [-0.025, -0.784, 2.923]],
  "nbo_charge": [-0.68, 0.00, -0.37, -0.46, 0.80, -0.38, 0.49, 0.19, 0.22, 0.20, 0.00, -0.02],
  "homo_ev": [-7.9, -7.9],
  "gap_ev": [8.06, 8.06],
  "charge": 0
}

***

Entry 2:
{
  "formula": "C22H19ClFNO2",
  "method": "ωB97M-V with the def2-TZVPD basis set",
  "elements": ["C", "N", "C", "C", "C", "F", "C", "C", "C", "C", "Cl", "C", "O", "C", "C", "C", "C", "C", "O", "C", "C", "C", "C", "C", "C", "C", "C", "H", "H", "H", "H", "H", "H", "H", "H", "H", "H", "H", "H", "H", "H", "H", "H", "H", "H", "H"],
  "coordinates": [[-1.718, -0.723, 2.582], [-2.409, -0.750, 1.317], [-3.859, -0.646, 1.391], [-4.445, 0.123, 0.239], [-5.453, -0.416, -0.553], [-5.921, -1.644, -0.257], [-6.012, 0.259, -1.620], [-5.555, 1.529, -1.922], [-4.568, 2.114, -1.149], [-4.032, 1.413, -0.082], [-2.823, 2.181, 0.878], [-1.830, -1.018, 0.122], [-2.485, -1.204, -0.888], [-0.335, -1.039, 0.087], [0.317, -2.176, -0.377], [1.693, -2.192, -0.489], [2.440, -1.066, -0.159], [3.941, -1.119, -0.287], [4.495, 0.155, -0.061], [5.846, 0.307, -0.148], [6.751, -0.712, -0.422], [8.107, -0.431, -0.481], [8.574, 0.852, -0.270], [7.672, 1.869, 0.004], [6.321, 1.602, 0.065], [1.787, 0.076, 0.280], [0.409, 0.091, 0.403], [-2.188, -1.428, 3.273], [-1.758, 0.278, 3.020], [-0.678, -1.009, 2.448], [-4.101, -0.128, 2.325], [-4.306, -1.647, 1.415], [-6.784, -0.218, -2.202], [-5.971, 2.068, -2.758], [-4.211, 3.108, -1.369], [-0.265, -3.044, -0.648], [2.195, -3.082, -0.841], [4.336, -1.842, 0.445], [4.205, -1.478, -1.294], [6.418, -1.724, -0.592], [8.800, -1.231, -0.695], [9.632, 1.060, -0.318], [8.025, 2.876, 0.170], [5.606, 2.381, 0.276], [2.365, 0.954, 0.520], [-0.091, 0.989, 0.736]],
  "nbo_charge": [-0.41, -0.43, -0.23, -0.10, 0.43, -0.32, -0.28, -0.18, -0.24, -0.01, 0.00, 0.67, -0.61, -0.14, -0.18, -0.17, -0.06, -0.09, -0.52, 0.39, -0.33, -0.19, -0.24, -0.19, -0.28, -0.15, -0.21, 0.20, 0.20, 0.23, 0.22, 0.23, 0.23, 0.22, 0.23, 0.22, 0.20, 0.19, 0.19, 0.22, 0.21, 0.21, 0.21, 0.22, 0.22, 0.22],
  "homo_ev": -8.7,
  "smiles": "CN(Cc1c(F)cccc1Cl)C(=O)c1ccc(COc2ccccc2)cc1",
  "gap_ev": 9.35,
  "charge": 0
}

***

Entry 3:
{
  "formula": "C58H105F21N10O24",
  "method": "ωB97M-V with the def2-TZVPD basis set",
  "elements": ["C", "O", "N", "C", "C", "H", "H", "H", "H", "H", "H", "H", "C", "O", "N", "C", "C", "H", "H", "H", "H", "H", "H", "H", "C", "O", "N", "C", "C", "H", "H", "H", "H", "H", "H", "H", "C", "O", "N", "C", "C", "H", "H", "H", "H", "H", "H", "H", "C", "O", "N", "C", "C", "H", "H", "H", "H", "H", "H", "H", "C", "O", "N", "C", "C", "H", "H", "H", "H", "H", "H", "H", "C", "O", "N", "C", "C", "H", "H", "H", "H", "H", "H", "H", "C", "O", "N", "C", "C", "H", "H", "H", "H", "H", "H", "H", "C", "O", "N", "C", "C", "H", "H", "H", "H", "H", "H", "H", "C", "O", "N", "C", "C", "H", "H", "H", "H", "H", "H", "H", "C", "C", "O", "C", "O", "C", "F", "F", "F", "H", "H", "H", "H", "H", "C", "C", "O", "C", "O", "C", "F", "F", "F", "H", "H", "H", "H", "H", "C", "C", "O", "C", "O", "C", "F", "F", "F", "H", "H", "H", "H", "H", "C", "C", "O", "C", "O", "C", "F", "F", "F", "H", "H", "H", "H", "H", "C", "C", "O", "C", "O", "C", "F", "F", "F", "H", "H", "H", "H", "H", "C", "C", "O", "C", "O", "C", "F", "F", "F", "H", "H", "H", "H", "H", "C", "C", "O", "C", "O", "C", "F", "F", "F", "H", "H", "H", "H", "H"],
  "coordinates": [[-4.511, 1.936, -0.439], [-4.339, 0.726, -0.451], [-5.063, 2.521, 0.642], [-4.992, 3.990, 0.700], [-5.325, 1.830, 1.917], [-4.173, 2.688, -1.169], [-4.957, 4.202, 1.768], [-5.957, 4.432, 0.451], [-4.150, 4.376, 0.127], [-4.555, 2.036, 2.661], [-6.341, 2.048, 2.246], [-5.274, 0.747, 1.807], [5.564, -1.856, 4.212], [5.191, -1.673, 5.372], [4.639, -2.237, 3.282], [4.921, -2.308, 1.827], [3.200, -2.523, 3.663], [6.578, -1.811, 3.785], [5.885, -1.846, 1.616], [4.310, -1.504, 1.417], [4.767, -3.283, 1.364], [2.954, -3.541, 3.361], [3.038, -2.476, 4.740], [2.497, -1.878, 3.136], [-0.044, 6.042, 3.258], [0.930, 5.336, 3.149], [-0.450, 6.488, 4.473], [-1.698, 7.236, 4.648], [0.237, 6.221, 5.791], [-0.762, 6.305, 2.465], [-2.048, 7.737, 3.745], [-1.528, 8.078, 5.318], [-2.599, 6.658, 4.856], [0.107, 7.024, 6.516], [-0.147, 5.296, 6.220], [1.305, 6.132, 5.591], [0.293, 3.027, 0.917], [-0.195, 3.050, -0.177], [-0.205, 2.334, 1.937], [0.447, 2.303, 3.290], [-1.478, 1.591, 1.814], [1.189, 3.576, 1.246], [-0.281, 2.565, 4.058], [1.297, 2.975, 3.174], [0.973, 1.364, 3.466], [-2.232, 2.209, 2.301], [-1.900, 1.489, 0.814], [-1.324, 0.584, 2.202], [-1.903, 5.239, -2.434], [-3.052, 4.839, -2.779], [-1.457, 6.545, -2.551], [-2.208, 7.682, -2.949], [-0.156, 6.902, -2.007], [-1.063, 4.590, -2.141], [-1.612, 8.264, -3.652], [-2.339, 8.412, -2.150], [-3.123, 7.431, -3.485], [-0.123, 7.530, -1.117], [0.375, 6.004, -1.693], [0.421, 7.409, -2.780], [-2.203, -4.566, -3.680], [-1.756, -3.470, -3.581], [-1.667, -5.638, -4.344], [-2.386, -6.900, -4.510], [-0.379, -5.600, -5.074], [-3.126, -4.953, -3.222], [-1.776, -7.795, -4.392], [-2.888, -6.935, -5.477], [-3.193, -7.093, -3.804], [0.104, -4.628, -4.979], [0.278, -6.381, -4.689], [-0.629, -5.753, -6.123], [7.625, 2.840, 1.955], [7.951, 3.945, 1.556], [7.147, 1.904, 1.189], [6.942, 0.608, 1.756], [6.798, 2.041, -0.224], [7.635, 2.548, 3.016], [5.912, 0.378, 2.031], [7.564, 0.352, 2.613], [7.195, -0.078, 0.947], [5.767, 1.784, -0.470], [6.989, 2.971, -0.760], [7.290, 1.300, -0.854], [-4.376, 2.168, -5.012], [-5.132, 1.890, -5.919], [-3.428, 1.258, -4.618], [-3.193, 0.005, -5.357], [-2.620, 1.562, -3.421], [-4.287, 3.173, -4.570], [-2.972, -0.817, -4.677], [-2.392, 0.021, -6.095], [-3.984, -0.308, -6.038], [-1.617, 1.683, -3.829], [-2.884, 2.468, -2.875], [-2.727, 0.680, -2.790], [5.096, 1.601, 5.798], [5.292, 2.077, 4.697], [4.274, 2.020, 6.769], [4.125, 1.316, 8.055], [3.607, 3.242, 6.773], [5.574, 0.755, 6.315], [4.700, 0.390, 8.053], [3.092, 1.059, 8.287], [4.593, 1.897, 8.850], [4.268, 3.913, 7.322], [3.532, 3.695, 5.784], [2.599, 3.269, 7.187], [6.165, 6.543, 2.625], [6.699, 7.634, 2.922], [4.928, 6.117, 3.034], [4.099, 6.827, 3.993], [4.401, 4.874, 2.507], [6.568, 5.823, 1.895], [3.059, 7.057, 3.761], [4.517, 7.782, 4.312], [3.924, 6.220, 4.881], [5.044, 4.258, 1.878], [3.914, 4.312, 3.305], [3.589, 5.097, 1.815], [-4.696, -2.159, -2.853], [-5.766, -1.370, -1.951], [-7.128, -1.875, -2.087], [-8.134, -1.068, -1.591], [-8.047, 0.083, -1.236], [-9.477, -1.743, -1.737], [-9.948, -1.607, -2.970], [-9.414, -3.078, -1.551], [-10.354, -1.223, -0.892], [-3.722, -1.686, -2.724], [-4.665, -2.058, -3.938], [-4.564, -3.216, -2.622], [-5.808, -0.329, -2.269], [-5.491, -1.442, -0.898], [-2.116, -1.808, 2.494], [-3.434, -1.483, 3.362], [-4.430, -2.345, 2.986], [-5.826, -2.013, 3.247], [-6.259, -1.068, 3.933], [-6.901, -3.002, 2.678], [-6.298, -3.726, 1.658], [-7.262, -3.869, 3.634], [-7.885, -2.302, 2.219], [-1.789, -2.846, 2.564], [-1.228, -1.312, 2.885], [-2.326, -1.471, 1.479], [-3.764, -0.471, 3.128], [-3.100, -1.561, 4.397], [1.497, -5.350, -0.644], [0.789, -6.649, -1.216], [0.767, -7.580, -0.077], [0.432, -8.807, -0.347], [0.098, -9.244, -1.499], [0.622, -9.796, 0.868], [1.731, -10.464, 0.762], [0.542, -9.091, 1.987], [-0.343, -10.680, 0.909], [1.612, -4.636, -1.460], [2.500, -5.708, -0.414], [0.984, -4.973, 0.241], [1.217, -6.978, -2.163], [-0.264, -6.482, -1.444], [-6.042, -6.997, -1.683], [-6.244, -5.755, -0.829], [-5.023, -5.329, -0.315], [-4.406, -5.997, 0.677], [-4.837, -7.050, 1.263], [-3.003, -5.380, 1.097], [-2.093, -6.264, 0.854], [-2.869, -4.271, 0.382], [-3.109, -5.027, 2.388], [-7.052, -7.091, -2.083], [-5.731, -7.916, -1.187], [-5.335, -6.779, -2.484], [-6.937, -5.967, -0.015], [-6.626, -4.916, -1.411], [3.176, 1.128, 0.456], [3.328, 0.126, -0.685], [2.041, -0.164, -1.162], [1.201, -0.988, -0.463], [1.359, -1.433, 0.671], [-0.148, -1.241, -1.186], [-0.123, -0.721, -2.362], [-0.427, -2.521, -1.226], [-1.076, -0.691, -0.436], [2.763, 2.073, 0.104], [4.061, 1.292, 1.070], [2.416, 0.838, 1.182], [3.797, -0.831, -0.454], [3.931, 0.540, -1.494], [2.659, 2.631, -3.881], [1.189, 2.216, -4.122], [1.151, 1.376, -5.256], [0.877, 1.942, -6.490], [0.913, 3.178, -6.641], [0.600, 0.863, -7.607], [-0.428, 1.263, -8.361], [1.610, 0.725, -8.424], [0.348, -0.253, -7.026], [2.731, 3.433, -3.146], [3.150, 2.940, -4.804], [3.241, 1.788, -3.507], [0.604, 3.131, -4.223], [0.833, 1.692, -3.235], [3.257, -1.677, -4.148], [4.799, -1.733, -4.512], [5.402, -2.766, -3.785], [5.863, -2.605, -2.455], [5.764, -1.507, -1.816], [6.510, -3.831, -1.705], [5.549, -4.191, -0.819], [6.754, -4.910, -2.503], [7.609, -3.472, -0.990], [3.201, -1.244, -3.150], [2.882, -2.693, -4.025], [2.673, -1.129, -4.887], [5.316, -0.793, -4.319], [4.807, -2.060, -5.552]],
  "lowdin_charge": [-0.31, -0.01, -0.17, -0.04, -0.04, 0.12, 0.08, 0.09, 0.08, 0.08, 0.10, 0.06, -0.31, -0.03, -0.16, -0.04, -0.01, 0.13, 0.06, 0.06, 0.08, 0.08, 0.08, 0.07, -0.32, -0.01, -0.16, -0.08, -0.01, 0.14, 0.08, 0.09, 0.09, 0.08, 0.09, 0.07, -0.41, 0.01, -0.15, -0.02, -0.02, 0.12, 0.09, 0.06, 0.08, 0.08, 0.07, 0.06, -0.25, -0.05, -0.19, -0.07, -0.07, 0.11, 0.09, 0.09, 0.10, 0.09, 0.08, 0.09, -0.36, 0.04, -0.18, -0.06, -0.03, 0.12, 0.09, 0.09, 0.07, 0.08, 0.08, 0.09, -0.37, 0.01, -0.16, -0.07, -0.02, 0.14, 0.07, 0.10, 0.08, 0.06, 0.10, 0.08, -0.32, 0.00, -0.16, -0.04, -0.03, 0.13, 0.06, 0.07, 0.09, 0.07, 0.05, 0.07, -0.35, 0.02, -0.20, -0.04, -0.08, 0.12, 0.09, 0.09, 0.09, 0.10, 0.07, 0.09, -0.29, -0.03, -0.17, -0.05, -0.06, 0.11, 0.07, 0.09, 0.07, 0.08, 0.07, 0.08, -0.03, -0.14, 0.00, -0.35, 0.17, -0.57, 0.18, 0.14, 0.18, 0.05, 0.06, 0.05, 0.10, 0.11, -0.04, -0.22, -0.02, -0.20, 0.13, -0.53, 0.12, 0.18, 0.22, 0.06, 0.06, 0.06, 0.10, 0.12, -0.03, -0.15, 0.03, -0.33, 0.08, -0.62, 0.21, 0.18, 0.19, 0.07, 0.07, 0.08, 0.12, 0.11, -0.05, -0.23, -0.01, -0.28, 0.08, -0.58, 0.22, 0.17, 0.16, 0.08, 0.08, 0.06, 0.13, 0.13, -0.04, -0.22, -0.01, -0.29, 0.13, -0.64, 0.22, 0.19, 0.18, 0.08, 0.06, 0.07, 0.09, 0.10, -0.04, -0.22, -0.02, -0.26, 0.12, -0.63, 0.17, 0.20, 0.21, 0.08, 0.08, 0.05, 0.12, 0.11, -0.02, -0.20, -0.02, -0.20, 0.07, -0.47, 0.13, 0.15, 0.15, 0.05, 0.08, 0.07, 0.12, 0.12],
  "homo_ev": -8.6,
  "gap_ev": 8.24,
  "charge": 0
}

***

Entry 4:
{
  "formula": "C2H7PS",
  "method": "ωB97M-V with the def2-TZVPD basis set",
  "elements": ["C", "C", "P", "S", "H", "H", "H", "H", "H", "H", "H"],
  "coordinates": [[-0.265, 1.401, -0.221], [0.103, -1.288, 0.520], [0.771, -0.076, -0.683], [3.764, -0.202, -0.073], [-1.314, 1.129, 0.029], [0.086, 1.931, 0.742], [-0.285, 2.284, -0.989], [0.591, -0.925, 1.500], [-1.000, -1.315, 0.444], [0.514, -2.255, 0.368], [0.122, -0.534, -1.763]],
  "nbo_charge": [-0.96, -0.93, 0.73, -0.25, 0.23, 0.25, 0.25, 0.25, 0.23, 0.24, -0.05],
  "homo_ev": [-8.9, -8.8],
  "gap_ev": [7.15, 7.17],
  "charge": 0
}

***

Entry 5:
{
  "formula": "C21H21N3O3S",
  "method": "ωB97M-V with the def2-TZVPD basis set",
  "elements": ["C", "C", "C", "C", "C", "C", "N", "S", "O", "O", "C", "C", "C", "C", "O", "N", "C", "C", "C", "C", "C", "C", "N", "C", "C", "C", "C", "C", "H", "H", "H", "H", "H", "H", "H", "H", "H", "H", "H", "H", "H", "H", "H", "H", "H", "H", "H", "H", "H"],
  "coordinates": [[3.557, 3.169, 1.967], [2.621, 2.561, 0.967], [1.255, 2.808, 1.047], [0.388, 2.256, 0.123], [0.861, 1.439, -0.888], [2.222, 1.166, -0.966], [2.699, 0.317, -1.967], [1.888, -1.121, -2.279], [0.668, -0.842, -2.972], [2.852, -1.963, -2.925], [1.474, -1.699, -0.629], [0.137, -1.628, -0.292], [-0.275, -1.934, 0.999], [-1.692, -1.750, 1.442], [-1.970, -1.404, 2.573], [-2.622, -1.993, 0.491], [-4.006, -1.615, 0.655], [-4.353, -0.421, -0.200], [-3.474, 0.652, -0.324], [-3.836, 1.713, -1.136], [-5.059, 1.669, -1.787], [-5.864, 0.558, -1.591], [-5.520, -0.463, -0.826], [0.685, -2.312, 1.933], [2.015, -2.406, 1.575], [2.442, -2.088, 0.286], [3.893, -2.140, -0.069], [3.093, 1.734, -0.041], [4.591, 2.931, 1.733], [3.331, 2.798, 2.966], [3.443, 4.251, 1.983], [0.875, 3.442, 1.834], [-0.668, 2.469, 0.187], [0.201, 1.019, -1.628], [3.700, 0.193, -1.986], [-0.548, -1.299, -1.058], [-2.328, -2.266, -0.433], [-4.669, -2.444, 0.396], [-4.138, -1.368, 1.713], [-2.535, 0.649, 0.210], [-3.175, 2.559, -1.261], [-5.378, 2.475, -2.429], [-6.829, 0.471, -2.073], [0.367, -2.524, 2.942], [2.747, -2.713, 2.307], [4.021, -2.350, -1.127], [4.400, -2.904, 0.517], [4.361, -1.181, 0.159], [4.153, 1.532, -0.118]],
  "nbo_charge": [-0.63, 0.00, -0.22, -0.18, -0.27, 0.14, -0.84, 2.32, -0.93, -0.94, -0.37, -0.11, -0.17, 0.66, -0.62, -0.60, -0.27, 0.21, -0.26, -0.16, -0.26, 0.04, -0.43, -0.12, -0.22, 0.04, -0.66, -0.22, 0.21, 0.22, 0.22, 0.21, 0.21, 0.24, 0.41, 0.24, 0.40, 0.22, 0.25, 0.22, 0.22, 0.22, 0.19, 0.24, 0.22, 0.26, 0.23, 0.22, 0.20],
  "homo_ev": -8.9,
  "smiles": "Cc1cccc(NS(=O)(=O)c2cc(C(=O)NCc3ccccn3)ccc2C)c1",
  "gap_ev": 9.15,
  "charge": 0
}

***

Entry 6:
{
  "formula": "C2S3",
  "method": "ωB97M-V with the def2-TZVPD basis set",
  "elements": ["C", "C", "S", "S", "S"],
  "coordinates": [[-0.228, 0.094, -1.167], [-0.127, -0.057, 1.145], [-1.577, 0.004, -0.007], [0.941, 1.032, 0.006], [0.991, -1.073, 0.023]],
  "nbo_charge": [-0.42, -0.52, 0.14, 0.44, 0.36],
  "homo_ev": -7.9,
  "gap_ev": 6.35,
  "charge": 0
}

***

Calculated molar mass in order - 86.1 383.8 1725.5 94.1 395.5 120.2 u
Calculated strongest force on any atom in order - 0.0247 0.0114 0.1073 0.0472 0.0179 0.0329 hartree/bohr